## a
This record from the OMol25 dataset describes a cluster of 2 separate species, C4H11NO in total. The level of theory is ωB97M-V/def2-TZVPD.

Structure (ORCA input):
```
! wB97M-V def2-TZVPD RIJCOSX def2/J DEFGRID3
* xyz 1 2
N -1.43921 1.26872 -1.17159
C -1.80350 0.34034 -0.14927
C 0.75352 0.37799 2.74478
C 0.04201 0.64332 1.45553
C -1.29227 0.54383 1.22111
H -0.63698 1.82030 -0.87109
H -1.36499 0.81074 -2.07731
H -1.51325 -0.67001 -0.53382
H -2.87944 0.11349 -0.05146
H 0.76751 -0.67170 2.97493
H 1.77632 0.72895 2.61898
H 0.28555 0.95051 3.54589
H 0.72974 0.62356 0.60944
H -1.98039 0.80074 2.02074
H 2.89207 -1.82115 -4.40536
H 2.81377 -3.07385 -3.50834
O 2.84953 -2.78579 -4.42318
*
```

Results
LUMO (spin up / spin down)	-4.11 / -8.57	eV
orbital gap (spin up / spin down)	9.626 / 5.164	eV

## b
This record from the OMol25 dataset describes a cluster of 2 separate species, C4H11NO in total. The level of theory is ωB97M-V/def2-TZVPD.

Structure (ORCA input):
```
! wB97M-V def2-TZVPD RIJCOSX def2/J DEFGRID3
* xyz 1 2
C -0.02974 0.35370 -1.65030
C 0.71001 -0.58547 -0.66457
C 0.77053 -0.13381 0.75760
C 0.68409 -1.03634 1.82983
N 1.10741 1.11894 0.97154
H -0.51517 1.18247 -1.13765
H 0.62292 0.70434 -2.43500
H -0.83386 -0.21749 -2.09510
H 0.17497 -1.53739 -0.70788
H 1.72841 -0.83363 -0.95951
H 0.66652 -2.10741 1.65848
H 0.62157 -0.73205 2.87556
H 1.24956 1.67061 0.13320
H 1.26743 1.56985 1.86515
H -3.04006 0.63958 -0.70867
H -2.29378 0.12484 0.48497
O -2.89081 -0.18072 -0.21766
*
```

Results
LUMO (spin up / spin down)	-3.85 / -7.22	eV
orbital gap (spin up / spin down)	11.109 / 7.745	eV

What should be chosen as the least stable of them? Choose a.

## a
This record from the OMol25 dataset describes a cluster of 2 separate species, C4H11NO3 in total. The level of theory is ωB97M-V/def2-TZVPD.

Structure (ORCA input):
```
! wB97M-V def2-TZVPD RIJCOSX def2/J DEFGRID3
* xyz -2 1
C -0.46060 -1.08573 -0.31338
C -1.10005 0.24096 -0.69494
C -1.17448 1.22626 0.54672
O -1.61430 2.48940 0.28448
N 0.92657 -1.09970 0.00782
C 1.58794 -2.42032 0.27018
O 0.92390 -3.31074 0.99407
H -0.63229 -1.86788 -1.07641
H -1.14959 -1.49356 0.45954
H -0.48318 0.86512 -1.35304
H -2.13123 0.07638 -1.00874
H -1.88127 0.71061 1.22411
H -0.16967 1.21382 1.03107
H 1.19190 -0.46137 0.74661
H 2.59593 -2.12012 0.64882
H 1.86308 -2.78867 -0.77312
H -0.31560 2.97347 -0.88203
H 1.14043 2.64262 -0.62948
O 0.60949 3.34310 -1.01361
*
```

Results
LUMO	6.89	eV
orbital gap	6.668	eV

## b
This record from the OMol25 dataset describes a cluster of 2 separate species, C4H11NO3 in total. The level of theory is ωB97M-V/def2-TZVPD.

Structure (ORCA input):
```
! wB97M-V def2-TZVPD RIJCOSX def2/J DEFGRID3
* xyz -2 1
C 0.43184 -0.41287 -0.88798
O 1.67418 -0.66014 -1.38142
C 0.58940 0.21694 0.57039
C -0.73556 0.90571 1.19133
C -2.11364 0.12264 1.27963
O -2.78665 0.44011 2.37427
N 1.13213 -0.78238 1.55649
H -0.24395 -1.17734 -0.78685
H -0.26250 0.42751 -1.42003
H 1.41454 0.93150 0.60513
H -0.81398 1.69637 0.48474
H -0.57080 1.24782 2.26900
H -2.60875 0.32405 0.48380
H -2.28672 -1.03935 1.37700
H 0.32577 -1.42440 1.71452
H 1.85781 -1.18954 0.90334
H 1.53086 1.08852 -3.70553
H 1.52196 -0.23468 -2.86828
O 1.50980 0.19899 -3.85192
*
```

Results
LUMO	6.51	eV
orbital gap	5.530	eV

What should be chosen as the least stable of them? Choose b.

## a
This record from the OMol25 dataset describes a structure of composition C6H11NOS2. The level of theory is ωB97M-V/def2-TZVPD.

Structure (ORCA input):
```
! wB97M-V def2-TZVPD RIJCOSX def2/J DEFGRID3
* xyz 0 1
C 3.08448 1.52916 0.43273
C 3.41302 0.44109 -0.31929
C 4.05514 -0.69828 0.27307
C -2.68376 -1.20177 0.20883
C -3.80553 -0.33824 0.50384
C -2.27899 -0.45292 -1.03453
H 1.99319 3.31282 0.42508
H 2.87213 2.98024 -1.27720
H 3.41043 1.69089 1.46298
H 3.22058 0.33435 -1.36125
H 3.97767 -0.62237 1.43144
H -3.53189 -2.99546 0.76794
H -1.91556 -1.08864 1.02780
H -4.80809 -0.60154 0.18495
H -3.98867 -0.18300 1.56894
H -2.91015 -0.74078 -1.89616
H -1.29060 -0.28751 -1.19032
N 2.58247 2.66690 -0.22142
O -2.75740 -2.69046 -0.08725
S 4.54345 -2.09736 -0.43652
S -3.18191 1.04287 -0.46367
*
```

Results
LUMO	-0.25	eV
orbital gap	7.967	eV

## b
This record from the OMol25 dataset describes the molecule C6H11NOS2. The level of theory is ωB97M-V/def2-TZVPD.

Structure (ORCA input):
```
! wB97M-V def2-TZVPD RIJCOSX def2/J DEFGRID3
* xyz 0 1
C 2.95428 -1.77683 -0.44752
C 0.66661 -0.68637 0.58650
C 0.19279 0.50671 1.31117
C -0.08996 1.72471 0.53812
C -0.83982 1.57533 -0.80805
C -2.75418 0.09917 -0.30482
H 2.17994 -2.65529 -0.60998
H 3.71268 -1.56576 -1.39630
H 3.48350 -1.88512 0.59406
H 1.17213 -1.26302 1.31723
H 0.04642 -1.23063 -0.16074
H -0.71623 0.10866 1.70602
H 0.79945 0.85434 2.14956
H -0.45842 2.62751 1.09719
H 0.82763 2.20560 0.12981
H -0.11791 0.99154 -1.49432
H -0.85804 2.63092 -1.26665
N -2.25483 1.18015 -0.74010
O 3.15857 0.62470 0.48408
S 2.23579 -0.12910 -0.52453
S -3.50668 -1.29176 0.14890
*
```

Results
LUMO	0.19	eV
orbital gap	9.305	eV

What should be chosen as the least stable of them? Choose a.

## a
This record from the OMol25 dataset describes the molecule C2H5N3S. The level of theory is ωB97M-V/def2-TZVPD.

Structure (ORCA input):
```
! wB97M-V def2-TZVPD RIJCOSX def2/J DEFGRID3
* xyz 0 1
C -0.80849 1.22877 0.83491
N -0.38951 1.50120 -0.33052
N 0.43313 0.67972 -1.05635
C 1.06980 -0.48335 -0.61617
N 0.63850 -1.48942 0.00584
S -1.07113 -1.69581 0.12696
H -0.50236 0.52584 1.61298
H -1.63298 1.86097 1.12773
H 1.06491 1.28486 -1.54815
H 2.14621 -0.46660 -0.74885
H -0.94807 -2.94619 0.59162
*
```

Results
SMILES	C=NN/C=N\S
LUMO	0.81	eV
orbital gap	9.673	eV

## b
This record from the OMol25 dataset describes the molecule C2H5N3S. The level of theory is ωB97M-V/def2-TZVPD.

Structure (ORCA input):
```
! wB97M-V def2-TZVPD RIJCOSX def2/J DEFGRID3
* xyz 0 1
C 0.05918 -0.52079 -2.79647
C -0.25186 0.08838 -1.66054
S -1.07915 -0.66533 -0.36222
N -0.02784 -0.03661 1.24531
N -0.81441 -0.16528 2.15789
N -0.57666 0.06820 3.41988
H 0.72177 -0.10616 -3.56877
H 0.05101 -1.58799 -3.19736
H -0.07991 1.16445 -1.60446
H 0.23698 0.61414 3.68106
H -1.23341 -0.47184 3.96115
*
```

Results
SMILES	C=CS/N=N/N
LUMO	0.25	eV
orbital gap	8.556	eV

What should be chosen as the least stable of them? Choose b.